1.
Molecular formula: C31H43IrN7O2S2
Method: DFT, ωB97M-V with the def2-TZVPD basis set

Last column: Mulliken spin population.
Positions of all 86 atoms, in Å:
Ir 1.00 0.19 -1.43  0.009
C -1.02 -5.97 1.02  0.001
C -0.04 -5.13 1.86  0.004
C 1.21 -5.96 2.15  0.000
C -0.70 -4.73 3.19  0.001
C 0.29 -3.86 1.09  -0.005
C 1.57 -3.52 0.69  0.003
C 1.80 -2.35 -0.01  -0.001
N 0.81 -1.51 -0.34  0.001
C -0.46 -1.82 0.04  0.002
C -0.73 -2.97 0.74  0.000
C -1.49 -0.85 -0.40  -0.002
C -2.83 -0.98 -0.11  0.000
C -3.76 -0.03 -0.54  0.003
C -3.24 1.06 -1.26  -0.002
C -1.90 1.13 -1.52  0.001
N -1.01 0.20 -1.12  0.000
C -5.24 -0.13 -0.25  -0.002
C -5.59 -1.39 0.54  0.000
C -5.99 -0.15 -1.59  0.000
C -5.65 1.11 0.56  0.000
H -1.26 -6.88 1.57  0.000
H -0.58 -6.25 0.07  0.000
H -1.96 -5.44 0.83  0.000
H 0.92 -6.85 2.71  0.000
H 1.93 -5.41 2.77  0.000
H 1.70 -6.29 1.24  0.000
H -0.94 -5.63 3.76  0.000
H -1.64 -4.18 3.04  0.000
H -0.04 -4.11 3.80  0.000
H 2.42 -4.15 0.91  0.001
H 2.79 -2.09 -0.33  0.000
H -1.75 -3.19 1.01  -0.001
H -3.17 -1.83 0.46  -0.001
H -3.88 1.85 -1.61  0.000
H -1.50 1.98 -2.07  0.001
H -5.32 -2.30 0.00  0.000
H -6.66 -1.42 0.70  0.000
H -5.12 -1.40 1.52  0.000
H -5.72 -1.01 -2.19  0.000
H -5.81 0.76 -2.18  0.000
H -7.06 -0.20 -1.40  0.000
H -5.10 1.18 1.50  0.000
H -6.72 1.04 0.80  0.000
H -5.51 2.04 0.00  0.000
N 1.78 3.35 -5.24  0.000
C 0.45 2.66 -5.10  0.000
C 0.56 1.51 -4.11  0.001
N 1.07 1.91 -2.77  -0.001
C 2.38 2.59 -2.95  0.000
C 2.30 3.78 -3.90  0.000
H 1.68 4.17 -5.85  0.000
H 2.45 2.74 -5.70  0.000
H 0.14 2.30 -6.08  0.000
H -0.26 3.42 -4.77  0.000
H 1.23 0.73 -4.50  0.000
H -0.43 1.06 -4.01  -0.001
H 0.43 2.60 -2.37  0.000
H 3.09 1.85 -3.32  0.000
H 2.73 2.94 -1.98  -0.001
H 3.28 4.23 -4.03  0.000
H 1.62 4.56 -3.53  0.000
N 3.00 5.24 5.31  0.382
C 2.68 4.31 4.42  0.130
C 3.41 3.08 4.37  0.203
C 3.04 2.11 3.48  -0.067
C 1.95 2.35 2.62  0.223
C 1.22 3.55 2.64  -0.074
C 1.58 4.53 3.53  0.190
S 1.32 0.97 1.65  0.018
O -0.08 1.17 1.50  0.011
O 1.89 -0.20 2.23  0.012
N 1.94 1.18 0.09  0.009
C 3.18 0.64 -0.24  -0.004
S 4.67 0.44 0.54  0.002
C 5.24 -0.44 -0.84  0.000
C 4.28 -0.54 -1.79  0.000
N 3.11 0.09 -1.43  -0.001
H 3.76 5.10 5.97  -0.015
H 2.49 6.11 5.38  -0.015
H 4.23 2.92 5.06  -0.006
H 3.54 1.16 3.48  -0.002
H 0.37 3.67 2.00  -0.001
H 1.02 5.46 3.58  -0.006
H 6.25 -0.81 -0.86  0.000
H 4.38 -1.05 -2.73  0.000

Properties
* 2S+1: 2
* net charge: +4
* LUMO level (spin up / spin down): -0.43206 / -0.48404 Ha
* HOMO (spin up / spin down): -0.6925 / -0.6927 Ha

2.
Molecular formula: C31H43N3O3PbS3SeSi
Method: DFT, ωB97M-V with the def2-TZVPD basis set

Last column: Mulliken charge in e.
Positions of all 86 atoms, in Å:
Pb 1.96 0.52 1.29  0.759
C 2.25 -3.51 3.44  -1.094
C 2.39 -2.72 4.77  -0.671
S 2.68 -0.93 4.55  -0.056
C 1.26 -0.17 5.39  -0.456
C -0.13 -0.76 5.10  -1.130
S -0.60 -0.34 3.41  0.299
C -1.34 -1.80 2.70  -0.851
C -0.52 -3.09 2.83  -1.106
S 1.18 -2.81 2.15  0.153
H 3.25 -3.51 3.02  0.395
H 1.97 -4.55 3.56  0.472
H 1.45 -2.78 5.31  0.216
H 3.21 -3.15 5.34  0.495
H 1.37 -0.06 6.47  0.481
H 1.33 0.85 4.93  0.115
H -0.14 -1.83 5.34  0.510
H -0.77 -0.17 5.78  0.467
H -2.27 -1.96 3.22  0.625
H -1.51 -1.52 1.69  0.050
H -0.30 -3.36 3.83  0.635
H -1.03 -3.97 2.38  0.524
C 1.10 0.13 -5.68  -0.754
O 0.20 0.88 -4.93  -0.449
C -1.02 0.26 -4.95  0.400
C -2.03 0.68 -5.84  -0.398
C -3.23 0.09 -5.94  -0.665
C -3.55 -0.89 -5.00  -0.339
C -2.63 -1.34 -4.09  -0.551
C -1.38 -0.70 -4.02  0.165
N -0.39 -1.18 -3.07  0.331
C -0.18 -0.61 -1.84  -0.236
N -0.06 0.76 -1.83  -0.109
C -0.65 1.49 -0.68  0.115
C -0.02 1.59 0.56  -0.683
C -0.72 2.29 1.53  -0.359
C -1.95 2.89 1.35  -1.170
C -2.59 2.73 0.12  -0.514
C -1.89 2.11 -0.89  0.998
O -2.35 2.11 -2.21  -0.280
C -3.71 2.34 -2.51  -0.985
N -0.03 -1.31 -0.76  0.535
C -0.04 -2.70 -0.91  -0.395
C -1.13 -3.46 -0.39  -0.602
C -1.16 -4.84 -0.44  -0.824
C 0.00 -5.50 -0.90  -0.561
C 1.15 -4.79 -1.26  -0.462
C 1.12 -3.39 -1.24  0.807
O 2.20 -2.63 -1.55  -0.181
C 2.95 -2.73 -2.72  -0.842
H 1.55 -0.62 -5.08  0.123
H 1.88 0.81 -6.07  0.293
H 0.64 -0.32 -6.56  0.388
H -1.78 1.51 -6.50  0.383
H -4.02 0.41 -6.65  0.354
H -4.61 -1.21 -5.06  0.319
H -2.88 -2.24 -3.41  0.266
H -0.46 -2.19 -3.08  0.393
H -0.34 1.15 -2.73  0.550
H -0.29 2.37 2.56  0.280
H -2.35 3.48 2.17  0.417
H -3.59 3.12 0.01  0.419
H -3.94 2.05 -3.54  0.206
H -3.97 3.38 -2.50  0.366
H -4.38 1.81 -1.83  0.418
H -2.07 -2.88 -0.14  0.240
H -2.02 -5.41 -0.06  0.434
H -0.02 -6.57 -1.08  0.382
H 2.04 -5.30 -1.67  0.356
H 3.62 -3.60 -2.70  0.305
H 3.56 -1.84 -2.75  0.249
H 2.26 -2.74 -3.61  0.275
C 0.83 5.15 3.76  -0.931
Si 2.08 4.69 2.45  0.580
C 3.49 5.89 2.73  -1.096
C 1.41 4.87 0.65  -0.999
Se 2.95 2.52 2.73  -0.486
H 1.24 4.91 4.81  0.243
H -0.14 4.65 3.64  0.220
H 0.65 6.25 3.75  0.373
H 3.19 6.93 2.53  0.327
H 4.32 5.61 2.10  0.275
H 3.83 5.85 3.76  0.294
H 0.35 4.60 0.57  0.218
H 1.91 4.30 -0.09  0.296
H 1.36 5.96 0.45  0.450

Properties
* LUMO level: 0.01146 Ha
* HOMO: -0.2715 Ha

3.
Molecular formula: C31H43NO27
Method: DFT, ωB97M-V with the def2-TZVPD basis set

Last column: Mulliken charge in e.
Positions of all 102 atoms, in Å:
O 4.10 2.38 1.32  -0.594
C 2.87 2.14 1.31  0.492
O 2.47 1.03 0.49  -0.298
C 1.85 2.99 2.21  -0.676
C 0.44 3.27 1.49  -0.622
C -0.44 1.95 1.31  0.469
C -0.69 1.00 2.61  -0.534
C -1.49 -0.17 1.81  -0.575
N -2.40 0.66 0.92  -0.066
C -1.99 2.09 0.89  0.177
O -2.68 3.09 0.65  -0.657
H 2.82 0.23 0.93  0.269
H 1.70 2.42 3.19  0.320
H 2.38 3.99 2.40  0.350
H 0.63 3.76 0.48  0.210
H -0.15 4.01 2.14  0.345
H -0.03 1.34 0.43  -0.112
H 0.21 0.71 3.24  0.376
H -1.55 1.56 3.13  0.280
H -0.63 -0.60 1.17  0.228
H -1.99 -0.93 2.48  0.388
H -3.35 0.47 1.28  0.196
C 1.96 2.84 -2.75  -0.073
C 1.59 2.44 -4.15  -0.362
O 0.92 1.20 -3.96  -0.380
C 0.45 1.18 -2.69  0.572
O -0.30 0.36 -2.25  -0.551
O 0.94 2.23 -1.97  -0.107
H 1.96 3.92 -2.61  0.337
H 2.93 2.44 -2.45  0.080
H 0.90 3.15 -4.61  0.312
H 2.46 2.33 -4.79  0.214
C -5.73 -0.74 0.49  -0.364
C -7.11 -1.32 0.55  -0.347
O -6.97 -2.39 1.47  -0.251
C -5.90 -2.11 2.26  0.510
O -5.60 -2.72 3.24  -0.550
O -5.20 -1.03 1.78  -0.274
H -5.73 0.34 0.31  0.394
H -5.10 -1.22 -0.26  0.276
H -7.84 -0.61 0.93  0.254
H -7.44 -1.68 -0.43  0.307
C 7.77 3.90 1.04  0.077
C 6.48 4.09 0.30  0.566
O 6.45 5.49 0.04  -0.358
C 7.74 5.92 0.06  0.606
O 8.10 7.01 -0.28  -0.553
O 8.58 4.95 0.52  -0.349
H 8.22 2.93 0.84  0.103
H 7.66 4.03 2.12  0.222
H 6.45 3.55 -0.65  -0.095
H 5.61 3.79 0.90  -0.130
C -8.47 -6.19 0.38  -0.307
C -9.86 -6.16 0.94  0.022
O -10.25 -4.81 0.75  -0.336
C -9.50 -4.31 -0.26  0.706
O -9.69 -3.24 -0.78  -0.560
O -8.51 -5.16 -0.61  -0.322
H -8.22 -7.15 -0.07  0.298
H -7.71 -5.93 1.12  0.272
H -10.55 -6.81 0.39  0.141
H -9.89 -6.43 1.99  0.055
C 5.21 -1.26 -4.17  -0.354
C 5.81 -0.82 -2.86  -0.275
O 5.82 0.60 -2.98  -0.223
C 4.86 0.93 -3.88  0.593
O 4.49 2.05 -4.09  -0.549
O 4.38 -0.17 -4.52  -0.313
H 4.63 -2.18 -4.07  0.305
H 5.97 -1.39 -4.95  0.279
H 5.19 -1.10 -2.01  0.212
H 6.82 -1.21 -2.71  0.302
C 6.69 -0.40 3.99  -0.389
C 5.99 0.83 3.48  -0.026
O 6.96 1.41 2.62  -0.181
C 7.80 0.41 2.23  0.603
O 8.63 0.53 1.37  -0.539
O 7.57 -0.73 2.93  -0.353
H 6.00 -1.22 4.19  0.331
H 7.27 -0.20 4.89  0.261
H 5.10 0.59 2.89  -0.104
H 5.72 1.52 4.28  0.367
C 6.24 4.49 -4.77  0.213
C 7.69 4.82 -4.96  -0.317
O 7.69 5.62 -6.14  -0.333
C 6.44 6.16 -6.25  0.613
O 6.15 7.02 -7.03  -0.541
O 5.58 5.61 -5.35  -0.333
H 5.98 4.39 -3.71  0.141
H 5.94 3.59 -5.30  -0.018
H 8.10 5.41 -4.14  0.252
H 8.31 3.93 -5.10  0.313
C -13.12 -8.03 3.55  -0.296
C -12.54 -8.98 2.55  -0.303
O -11.14 -8.84 2.74  -0.324
C -10.95 -8.38 4.01  0.694
O -9.89 -8.32 4.55  -0.529
O -12.13 -8.01 4.58  -0.324
H -14.08 -8.36 3.94  0.299
H -13.22 -7.01 3.15  0.260
H -12.83 -10.02 2.74  0.288
H -12.82 -8.72 1.52  0.275

Properties
* ΔE to the lowest compared entry with this formula, charge and spin: 0.00 kJ/mol
* structure (SMILES): O=C(O)CC[C@H]1CCNC1=O.O=C1OCCO1.O=C1OCCO1.O=C1OCCO1.O=C1OCCO1.O=C1OCCO1.O=C1OCCO1.O=C1OCCO1.O=C1OCCO1
* LUMO level: -0.01647 Ha
* HOMO: -0.3502 Ha

4.
Molecular formula: C31H44BaF3N12O4Se2
Method: DFT, ωB97M-V with the def2-TZVPD basis set

Last column: Mulliken charge in e.
Positions of all 97 atoms, in Å:
Ba -0.01 -0.73 0.46  0.549
C -2.66 3.64 1.40  -0.854
N -1.87 4.49 0.55  0.038
C -2.53 5.45 -0.31  -0.631
C -1.35 6.04 -1.06  -0.639
N -0.39 4.94 -1.08  0.260
C 0.96 5.35 -1.40  -1.068
C -0.69 4.05 -0.03  0.383
N -0.12 2.99 0.37  -0.209
C 1.12 2.48 -0.17  -0.637
C 1.01 2.04 -1.64  -0.856
N 1.65 0.75 -1.86  -0.045
C 1.55 0.17 -3.01  0.065
N 2.06 -1.11 -3.20  0.082
C 2.20 -2.00 -2.08  -0.272
C 1.51 -1.67 -4.42  -0.367
C 1.22 -0.42 -5.23  -0.823
N 0.98 0.57 -4.20  0.303
C 0.85 1.93 -4.67  -1.005
H -3.18 4.24 2.14  0.312
H -1.99 2.95 1.90  0.183
H -3.40 3.07 0.83  0.272
H -3.06 6.20 0.28  0.361
H -3.25 4.98 -0.99  0.284
H -0.93 6.91 -0.54  0.344
H -1.60 6.34 -2.08  0.360
H 0.93 5.94 -2.31  0.373
H 1.62 4.51 -1.58  0.306
H 1.40 5.97 -0.61  0.332
H 1.40 1.63 0.44  -0.258
H 1.96 3.17 -0.02  0.345
H 1.43 2.83 -2.27  0.546
H -0.06 1.99 -1.87  0.432
H 2.52 -1.45 -1.19  -0.138
H 2.96 -2.76 -2.29  0.402
H 1.26 -2.52 -1.86  0.133
H 0.59 -2.23 -4.20  0.130
H 2.23 -2.33 -4.90  0.368
H 0.35 -0.53 -5.87  0.422
H 2.08 -0.14 -5.85  0.360
H 0.32 1.90 -5.63  0.379
H 1.82 2.40 -4.84  0.333
H 0.26 2.55 -4.00  0.276
Se -3.52 -1.76 3.80  -0.107
Se -2.58 0.06 2.66  0.145
C -3.71 0.19 1.09  0.224
C -5.09 0.04 1.12  -0.691
C -5.76 0.24 -0.07  -0.553
C -5.05 0.61 -1.21  -0.962
C -3.68 0.74 -1.11  -0.407
N -3.01 0.52 0.02  0.746
C -1.95 -2.87 3.87  0.670
C -2.12 -4.09 4.53  -0.852
C -1.00 -4.87 4.75  -0.469
C 0.24 -4.40 4.30  -0.882
C 0.28 -3.19 3.64  -0.446
N -0.80 -2.44 3.41  0.206
H -5.62 -0.22 2.02  0.464
H -6.84 0.13 -0.11  0.424
H -5.54 0.78 -2.16  0.493
H -3.07 1.01 -1.97  0.527
H -3.09 -4.41 4.89  0.372
H -1.09 -5.81 5.26  0.422
H 1.14 -4.97 4.47  0.547
H 1.21 -2.79 3.27  0.433
C 2.94 0.18 4.88  -1.108
N 3.35 0.20 3.48  0.194
C 4.64 0.52 3.16  -0.355
C 5.05 0.61 1.88  -1.233
C 4.07 0.32 0.87  0.930
N 2.86 -0.08 1.18  0.308
C 2.44 -0.06 2.48  -0.050
O 1.25 -0.27 2.73  -0.683
N 4.35 0.46 -0.43  -0.301
H 3.08 1.17 5.31  0.381
H 3.52 -0.56 5.42  0.380
H 1.89 -0.08 4.91  0.282
H 5.29 0.73 4.00  0.476
H 6.06 0.90 1.64  0.452
H 5.23 0.84 -0.72  0.240
H 3.55 0.47 -1.07  0.034
C 1.62 -5.49 0.79  -1.557
C 0.57 -4.42 0.74  0.372
N -0.72 -4.77 0.84  -0.005
O 0.89 -3.24 0.59  -0.133
H 1.63 -6.05 -0.15  0.368
H 1.43 -6.20 1.59  0.442
H 2.58 -5.02 0.93  0.294
H -0.98 -5.74 0.86  0.194
H -1.44 -4.07 0.65  0.073
F -2.08 -2.61 -3.68  -0.224
C -2.48 -2.86 -2.44  0.574
F -2.18 -4.14 -2.16  -0.255
F -3.82 -2.75 -2.41  -0.251
C -1.86 -1.91 -1.40  0.727
O -1.15 -0.98 -1.83  -0.483
O -2.09 -2.17 -0.20  -0.518

Properties
* ΔE to the lowest compared entry with this formula, charge and spin: 98.94 kJ/mol
* net charge: +1
* LUMO level: -0.06587 Ha
* HOMO: -0.3748 Ha

5.
Molecular formula: C31H44F5N3O17S
Method: DFT, ωB97M-V with the def2-TZVPD basis set

Last column: Mulliken charge in e.
Positions of all 101 atoms, in Å:
C -1.83 -0.22 4.19  -1.176
C -0.43 -0.90 4.39  0.284
C -0.54 -2.37 4.87  0.198
C 0.84 -2.83 5.04  0.070
N 1.94 -3.10 5.22  -0.502
H -2.38 -0.60 3.34  0.105
H -1.71 0.83 3.97  0.360
H -2.49 -0.22 5.13  0.341
H 0.26 -0.34 5.05  0.490
H 0.00 -0.97 3.40  -0.335
H -1.11 -2.96 4.19  -0.237
H -0.98 -2.40 5.84  0.434
C -0.43 5.94 -0.73  -1.070
C 1.12 6.13 -0.97  -0.651
C 1.69 4.83 -1.58  0.978
C 1.01 4.56 -2.83  0.103
N 0.42 4.34 -3.82  -0.616
H -0.78 6.86 -0.26  0.428
H -0.61 5.09 -0.07  0.184
H -0.91 5.79 -1.72  0.351
H 1.54 6.25 0.04  0.263
H 1.27 7.02 -1.57  0.361
H 1.45 3.96 -0.94  -0.592
H 2.73 4.97 -1.73  0.327
C 3.06 -3.21 -0.56  -0.946
C 2.76 -3.47 0.87  -0.049
C 3.05 -2.25 1.81  1.430
C 4.40 -1.85 1.90  -0.037
N 5.48 -1.54 2.03  -0.654
H 4.14 -3.09 -0.72  0.374
H 2.55 -2.35 -0.93  -0.029
H 2.78 -4.11 -1.11  0.416
H 3.41 -4.32 1.17  0.402
H 1.67 -3.66 1.06  -0.076
H 2.73 -2.41 2.82  -0.238
H 2.48 -1.36 1.57  -0.517
C -3.04 -2.05 -6.02  -0.474
C -3.81 -1.77 -4.71  0.295
O -3.26 -0.60 -4.26  -0.158
C -2.04 -0.36 -4.86  0.494
O -1.34 0.55 -4.53  -0.463
O -1.83 -1.31 -5.80  -0.340
F -3.46 -2.76 -3.78  -0.293
H -3.61 -1.77 -6.86  0.318
H -2.78 -3.11 -6.04  0.304
H -4.91 -1.67 -4.69  0.300
C -4.58 2.08 -0.38  -0.316
C -5.60 1.91 -1.51  0.203
O -5.89 0.49 -1.43  -0.358
C -4.86 -0.08 -0.82  0.633
O -4.62 -1.27 -0.81  -0.514
O -4.03 0.80 -0.28  -0.198
F -5.13 2.20 -2.70  -0.232
H -5.06 2.36 0.52  0.356
H -3.77 2.78 -0.73  0.141
H -6.50 2.54 -1.35  0.266
C -0.79 -0.17 -1.58  -0.543
C -0.54 1.30 -1.87  0.208
O 0.09 1.76 -0.65  -0.184
C 0.22 0.76 0.23  0.190
O 0.69 0.85 1.33  -0.550
O -0.36 -0.42 -0.25  0.229
F -1.69 2.04 -1.97  -0.297
H -0.25 -0.72 -2.30  0.340
H -1.86 -0.41 -1.72  0.122
H 0.11 1.61 -2.73  0.315
C 2.55 3.56 3.23  -0.491
C 3.46 2.34 3.42  0.320
O 4.05 2.28 2.14  -0.336
C 3.57 3.16 1.29  0.684
O 3.90 3.26 0.16  -0.503
O 2.68 3.95 1.89  -0.350
F 2.74 1.24 3.62  -0.200
H 2.85 4.37 3.91  0.307
H 1.49 3.44 3.38  0.284
H 4.23 2.41 4.18  0.242
C 6.02 0.63 -1.19  -0.378
C 5.56 1.27 -2.46  0.264
O 4.18 1.30 -2.47  -0.371
C 3.67 0.46 -1.58  0.407
O 2.55 0.22 -1.50  -0.177
O 4.69 -0.05 -0.90  -0.267
F 6.05 0.39 -3.45  -0.342
H 6.13 1.36 -0.36  0.205
H 6.78 -0.10 -1.40  0.333
H 5.96 2.24 -2.79  0.332
C -2.19 -2.65 0.98  1.264
C -2.01 -3.65 -0.19  -0.812
C -1.99 -5.12 0.35  -0.810
S -2.91 -5.03 1.93  1.225
O -1.96 -5.31 2.96  -0.670
O -4.12 -5.78 1.94  -0.713
C -3.24 -3.29 1.90  -0.865
H -2.62 -1.81 0.52  -0.712
H -1.22 -2.44 1.46  -0.009
H -1.09 -3.40 -0.72  0.450
H -2.87 -3.56 -0.87  0.230
H -0.99 -5.36 0.67  0.322
H -2.46 -5.93 -0.21  0.426
H -3.27 -2.92 2.95  0.396
H -4.22 -3.09 1.42  0.350

Properties
* ΔE to the lowest compared entry with this formula, charge and spin: 0.00 kJ/mol
* structure (SMILES): O=C1OC[C@@H](F)O1.O=C1OC[C@@H](F)O1.O=C1OC[C@@H](F)O1.O=C1OC[C@@H](F)O1.O=C1OC[C@@H](F)O1.O=S1(=O)CCCC1.CCCC#N.CCCC#N.CCCC#N
* LUMO level: 0.00871 Ha
* HOMO: -0.3731 Ha